[1]
The following is a DFT calculation (the ωB97M-V functional and the def2-TZVPD basis) of one molecule with the formula C4H7NO2.

Calculated values
SMILES string: C[C@H]1CNC(=O)O1
E_HOMO: -10.1 eV
energy above the lowest of the compared OMol25 structures with the same formula, charge and spin: 8.7 kJ/mol
electronic energy: -361.87753 hartree
charge: 0
E_LUMO: 0.82 eV

The geometry in XYZ format:
```
14
C4H7NO2, DFT the ωB97M-V functional and the def2-TZVPD basis
C 0.733 0.137 -1.768
C -0.215 -0.016 -0.607
C 0.297 -0.808 0.590
N -0.660 -0.312 1.557
C -0.963 1.002 1.277
O -1.465 1.819 2.002
O -0.573 1.248 -0.011
H 1.743 0.391 -1.435
H 0.389 0.893 -2.480
H 0.769 -0.826 -2.286
H -1.159 -0.462 -0.937
H 1.312 -0.465 0.864
H 0.270 -1.892 0.431
H -0.657 -0.568 2.528
```

Mulliken atomic charge list, values in e, 4 entries:
1. C -1.33
2. C 0.47
3. C -0.60
4. N -0.22


[2]
The following is a DFT calculation (the ωB97M-V functional and the def2-TZVPD basis) of a 2-piece molecular cluster, CF3N2O4S overall.

Calculated values
E_HOMO: -5.6 eV
energy above the lowest of the compared OMol25 structures with the same formula, charge and spin: 9.7 kJ/mol
electronic energy: -1146.39372 hartree
charge: -1
E_LUMO: 3.98 eV

The geometry in XYZ format:
```
11
CF3N2O4S, DFT the ωB97M-V functional and the def2-TZVPD basis
C -1.431 0.491 0.023
N 1.501 1.146 -0.323
N 2.367 0.590 0.030
O 0.302 -0.857 -1.358
O 3.299 -0.016 0.307
O 0.524 -0.825 1.105
O -1.185 -2.157 0.117
F -2.634 0.273 0.517
F -1.620 0.960 -1.162
F -0.808 1.416 0.807
S -0.315 -1.019 -0.063
```

Mulliken atomic charge list, values in e, 4 entries:
1. C 0.66
2. N -0.32
3. N 0.91
4. O -0.64


[3]
The following is a DFT calculation (the ωB97M-V functional and the def2-TZVPD basis) of C8H5BrCl2 as an isolated structure.

Calculated values
E_HOMO (alpha / beta): -8.3 / -8.3 eV
energy above the lowest of the compared OMol25 structures with the same formula, charge and spin: 373.4 kJ/mol
electronic energy: -3802.03432 hartree
charge: 0
E_LUMO (alpha / beta): -1.22 / -1.22 eV

The geometry in XYZ format:
```
16
C8H5BrCl2, DFT the ωB97M-V functional and the def2-TZVPD basis
C 0.771 2.374 -0.176
C -0.520 1.901 0.023
C 1.810 1.490 -0.439
C -0.784 0.552 -0.071
C 1.564 0.136 -0.498
C 0.257 -0.360 -0.326
C -0.126 -1.735 -0.450
C -2.666 -2.606 0.723
Cl 1.096 -2.869 -0.430
Cl -2.522 -4.220 0.362
Br -1.931 -2.161 2.400
H 0.970 3.435 -0.128
H -1.319 2.594 0.240
H 2.809 1.862 -0.596
H -1.779 0.160 0.067
H 2.370 -0.553 -0.701
```

Mulliken atomic charge list, values in e, 4 entries:
1. C -0.31
2. C -0.51
3. C -0.57
4. C -0.22


[4]
The following is a DFT calculation (the ωB97M-V functional and the def2-TZVPD basis) of one molecule with the formula CH3NO2S.

Calculated values
E_HOMO: -10.0 eV
energy above the lowest of the compared OMol25 structures with the same formula, charge and spin: 155.0 kJ/mol
electronic energy: -643.25514 hartree
charge: 0
E_LUMO: 0.66 eV

The geometry in XYZ format:
```
8
CH3NO2S, DFT the ωB97M-V functional and the def2-TZVPD basis
C 0.215 0.578 -0.415
N 1.045 -0.470 -0.008
O -1.758 -1.137 0.258
O -0.712 1.167 0.497
S -1.575 0.142 -0.410
H 0.717 1.337 -1.096
H 0.511 -1.216 0.225
H 1.556 -0.402 0.949
```

Mulliken atomic charge list, values in e, 4 entries:
1. C 0.11
2. N -0.60
3. O -0.53
4. O -0.31


[5]
The following is a DFT calculation (the ωB97M-V functional and the def2-TZVPD basis) of a 3-piece molecular cluster, C3H11NO3 overall.

Calculated values
E_HOMO (alpha / beta): 0.8 / -6.7 eV
energy above the lowest of the compared OMol25 structures with the same formula, charge and spin: 10.9 kJ/mol
2S+1: 2
expectation value of S²: 0.75
electronic energy: -401.35190 hartree
charge: -1
E_LUMO (alpha / beta): 3.89 / 3.66 eV

The geometry in XYZ format:
```
18
C3H11NO3, DFT the ωB97M-V functional and the def2-TZVPD basis
C 1.612 0.566 -1.494
C 0.753 1.517 -0.563
C -0.526 0.843 -0.243
N -0.702 0.699 1.161
O -1.395 0.455 -1.058
H 2.332 1.268 -1.938
H 2.138 -0.209 -0.947
H 0.949 0.201 -2.272
H 0.662 2.462 -1.165
H 1.250 1.875 0.335
H 0.080 0.259 1.647
H -1.546 0.203 1.417
H -2.718 -0.889 -0.878
H -3.684 -0.432 0.235
O -3.382 -1.192 -0.233
H 1.875 -3.150 2.228
H 1.101 -2.007 1.479
O 1.199 -2.470 2.290
```

Mulliken atomic charge list, values in e, 4 entries:
1. C -1.98
2. C -0.60
3. C -0.51
4. N -0.73


[6]
The following is a DFT calculation (the ωB97M-V functional and the def2-TZVPD basis) of one molecule with the formula C7H8S.

Calculated values
SMILES string: S=CC1=CCCC=C1
E_HOMO: -8.2 eV
energy above the lowest of the compared OMol25 structures with the same formula, charge and spin: 246.8 kJ/mol
electronic energy: -669.60041 hartree
charge: 0
E_LUMO: -1.13 eV

The geometry in XYZ format:
```
16
C7H8S, DFT the ωB97M-V functional and the def2-TZVPD basis
C -2.451 0.731 0.007
C -1.062 0.364 -0.169
C -0.663 -0.975 -0.022
C 0.732 -1.476 -0.068
C 1.734 -0.326 0.269
C 1.230 1.101 0.180
C -0.094 1.445 -0.137
H -2.634 1.745 0.082
H -1.389 -1.671 -0.359
H 0.959 -2.333 0.618
H 1.051 -1.932 -1.200
H 2.652 -0.233 -0.494
H 2.038 -0.578 1.271
H 1.962 1.932 0.033
H -0.244 2.477 -0.143
S -3.822 -0.273 0.131
```

Mulliken atomic charge list, values in e, 4 entries:
1. C -0.74
2. C 1.05
3. C -0.54
4. C -0.48


[7]
The following is a DFT calculation (the ωB97M-V functional and the def2-TZVPD basis) of a 4-piece molecular cluster, C3H13NO3 overall.

Calculated values
SMILES string: C=NCC.O.O.O
E_HOMO: -9.6 eV
energy above the lowest of the compared OMol25 structures with the same formula, charge and spin: 107.9 kJ/mol
electronic energy: -402.53934 hartree
charge: 0
E_LUMO: 0.88 eV

The geometry in XYZ format:
```
20
C3H13NO3, DFT the ωB97M-V functional and the def2-TZVPD basis
C 0.072 -1.703 1.321
C 0.801 -0.469 0.696
C 0.668 1.563 1.817
N 0.123 0.811 0.967
H -0.911 -1.813 0.868
H 0.791 -2.537 1.244
H -0.085 -1.490 2.377
H 0.771 -0.619 -0.382
H 1.843 -0.325 0.991
H 1.529 1.357 2.477
H 0.475 2.638 1.764
H 0.856 0.892 -2.376
H 2.344 0.944 -2.589
O 1.688 1.037 -1.895
H -1.635 0.140 0.229
H -3.202 0.302 0.425
O -2.506 0.010 -0.171
H -1.550 0.100 -1.974
H -1.223 -0.771 -3.167
O -0.849 -0.068 -2.623
```

Mulliken atomic charge list, values in e, 4 entries:
1. C -0.99
2. C -0.67
3. C -0.38
4. N -0.33


[8]
The following is a DFT calculation (the ωB97M-V functional and the def2-TZVPD basis) of one molecule with the formula C3H4Cl3NS.

Calculated values
SMILES string: CS/N=C/C(Cl)(Cl)Cl
E_HOMO: -9.0 eV
energy above the lowest of the compared OMol25 structures with the same formula, charge and spin: 9.0 kJ/mol
electronic energy: -1950.19210 hartree
charge: 0
E_LUMO: 0.25 eV

The geometry in XYZ format:
```
12
C3H4Cl3NS, DFT the ωB97M-V functional and the def2-TZVPD basis
C -1.854 1.645 1.112
C 1.157 -0.318 -0.249
C 1.308 -1.588 -1.057
H -2.263 0.759 1.644
H -2.309 1.627 0.109
H -2.075 2.532 1.671
H 2.034 0.256 -0.118
N -0.025 0.055 0.088
S -0.111 1.523 0.978
Cl -0.275 -2.385 -1.476
Cl 2.228 -2.826 -0.119
Cl 2.185 -1.281 -2.582
```

Mulliken atomic charge list, values in e, 4 entries:
1. C -0.79
2. C -0.24
3. C 0.41
4. H 0.27